1.
23
Properties=species:S:1:pos:R:3:mulliken_charge:R:1 method="wB97M-V/def2-TZVPD" fmax_ev_per_a=7.4 homo_lumo_gap_ha=0.332 lumo_energy_ev=0.1
C 1.3952 -0.9330 0.9021 -0.157
C -0.5177 3.7181 -0.8202 -0.453
C 0.5085 2.8708 -1.3025 -0.459
C -1.4839 3.2475 0.0834 -0.456
C 0.7754 1.6671 -0.7202 -0.535
C -1.2381 2.0362 0.6638 -0.105
C -0.1823 1.3340 0.2384 0.791
C 0.1931 -3.7890 0.4260 -0.906
C 0.0268 -2.8904 -0.7541 -0.496
C 0.0885 -0.6431 0.9276 0.262
N 2.5175 -1.1088 1.0326 -0.462
S -0.9512 -1.3900 -0.3902 0.002
Br -0.6915 -0.6348 2.7754 -0.070
H -0.6881 4.6777 -1.4104 0.275
H 1.2115 3.2162 -2.0139 0.375
H -2.2384 4.0075 0.3548 0.331
H 1.6091 1.0204 -0.9866 0.347
H -1.9045 1.6716 1.5856 0.112
H 0.7348 -3.1167 1.0832 0.284
H -0.7014 -4.2885 0.9385 0.241
H 0.9275 -4.5902 0.1376 0.306
H -0.4484 -3.3081 -1.5808 0.471
H 1.0577 -2.7746 -1.1702 0.302


2.
21
Properties=species:S:1:pos:R:3:mulliken_charge:R:1 method="wB97M-V/def2-TZVPD" fmax_ev_per_a=4.6 homo_lumo_gap_ha="0.222 / 0.222" total_charge=+1 lumo_energy_ev="-6.2 / -6.2"
C -1.6497 -2.2195 1.2287 -0.495
C -1.8269 -1.6820 -0.0387 -0.777
C -0.6594 -1.6609 2.0825 -0.549
C -1.0928 -0.6139 -0.4762 -0.488
C 0.1233 -0.6226 1.6412 -0.473
C 0.0181 -0.1259 0.3518 1.449
C 1.4101 0.8004 -1.5387 -0.094
C 1.0929 0.7034 -0.1458 -0.851
N 1.9180 1.8347 -2.1442 -0.303
I 3.2241 -0.9836 -0.5231 0.173
I -2.2961 2.5280 -0.3459 -0.083
I 1.6855 2.2964 1.0570 0.334
H -2.1677 -3.0879 1.4825 0.465
H -2.4442 -2.0504 -0.7114 0.585
H -0.3418 -2.1286 3.0764 0.304
H -1.0718 -0.4431 -1.5741 0.337
H 0.9145 -0.1734 2.1753 0.371
H 0.8079 0.1158 -2.1413 0.506
H 2.0650 1.7861 -3.1634 0.300
H 2.2562 2.6596 -1.4890 0.157
H -1.9650 3.0676 1.1964 0.132


3.
52
Properties=species:S:1:pos:R:3:mulliken_charge:R:1 method="wB97M-V/def2-TZVPD" fmax_ev_per_a=4.6 homo_lumo_gap_ha=0.153 total_charge=-1 lumo_energy_ev=2.1
C 1.9688 -1.6904 -1.6702 -0.526
C 2.0420 -3.0524 -2.5435 0.391
O 1.7892 -2.9105 -3.7720 -0.497
O 2.4114 -4.2960 -1.9829 -0.263
C 1.2700 -5.0236 -1.4122 -0.311
C -0.0807 -4.9560 -2.2580 -1.065
C -1.1095 -3.8685 -1.6554 0.390
C -2.4429 -3.9770 -2.5697 -0.462
O -3.5608 -3.2179 -2.0092 -0.309
C -3.2388 -1.8687 -1.8154 0.219
O -3.9030 -1.2411 -0.9445 -0.542
H 1.0003 -1.6559 -1.0708 0.064
H 2.8325 -1.6246 -0.9136 0.310
H 1.9812 -0.8104 -2.4108 0.236
H 1.5826 -6.1351 -1.3953 0.264
H 1.1379 -4.7397 -0.2953 0.194
H -0.5917 -5.9804 -2.0641 0.090
H -1.3644 -4.0270 -0.5465 0.209
H -0.6650 -2.8322 -1.8782 -0.252
H -2.7827 -5.0722 -2.6813 0.278
H -2.1618 -3.6438 -3.6344 0.256
H -2.4208 -1.2924 -2.3572 0.338
C -3.6836 1.7007 2.9504 -0.565
C -3.6743 0.4524 2.0654 -0.622
C -2.2902 0.3559 1.4224 -0.503
S -1.1563 1.1529 2.5538 1.221
O -0.6267 2.3396 1.9170 -0.697
O -0.3008 0.1555 3.1552 -0.732
C -2.3863 1.6528 3.7464 -0.754
H -4.5561 1.7261 3.6068 0.368
H -3.7055 2.5978 2.3230 0.274
H -3.8562 -0.4331 2.6828 0.308
H -4.4583 0.4888 1.3067 0.293
H -1.9863 -0.6807 1.2759 0.303
H -2.2527 0.8916 0.4728 0.299
H -2.1134 2.6137 4.1823 0.391
H -2.4288 0.8859 4.5228 0.339
C 2.9591 5.0359 -0.3085 -0.564
C 2.6416 4.7043 1.1511 -0.737
C 2.3780 3.1993 1.2332 -0.198
S 3.3214 2.4533 -0.0916 1.154
O 2.4019 1.8807 -1.0464 -0.615
O 4.4190 1.6984 0.4700 -0.717
C 3.9568 3.9796 -0.7646 -0.746
H 3.3651 6.0441 -0.4164 0.345
H 2.0457 4.9726 -0.9086 0.290
H 3.5011 4.9629 1.7785 0.303
H 1.7851 5.2744 1.5180 0.324
H 2.7046 2.7851 2.1873 0.467
H 1.3239 2.9688 1.0694 0.026
H 4.0367 3.9033 -1.8486 0.396
H 4.9418 4.1531 -0.3258 0.337


4.
17
Properties=species:S:1:pos:R:3:mulliken_charge:R:1 method="wB97M-V/def2-TZVPD" fmax_ev_per_a=2.4 homo_lumo_gap_ha=0.408 lumo_energy_ev=0.9
C 1.1147 1.1150 0.7329 -0.752
C 2.0469 1.0107 -0.4898 -0.233
O 3.1827 0.2358 -0.0959 -0.536
H 0.0673 1.3280 0.4084 0.233
H 1.3885 1.8573 1.4710 0.311
H 0.9857 0.0976 1.1086 0.174
H 1.5350 0.5041 -1.3112 0.222
H 2.5345 1.9472 -0.7519 0.267
H 2.9489 -0.6805 0.0812 0.298
C -2.2567 -0.6291 -0.7609 -0.881
C -1.6850 -1.0279 0.5923 -0.808
H -2.1300 -1.4718 -1.4783 0.280
H -3.3568 -0.6284 -0.6919 0.284
H -1.8365 0.1276 -1.4098 0.322
H -1.9675 -0.4624 1.4694 0.330
H -0.6384 -1.2180 0.4375 0.152
H -1.9332 -2.1052 0.6884 0.335


Record-wise ΔE to the lowest compared entry with this formula, charge and spin values, in kJ/mol: 300.1, 56.3, 195.6, 111.8